No. 1
{"formula": "C25H30N4O5Se2Ti", "method": "ωB97M-V/def2-TZVPD", "orbital_gap_ev": [3.67, 5.94], "energy_ev": -196419.759, "total_charge": -2, "multiplicity": 3, "de_lowest_ev": 1.719, "symbols": ["Ti", "C", "O", "C", "C", "C", "C", "C", "C", "N", "N", "C", "O", "C", "C", "C", "C", "C", "C", "C", "O", "H", "H", "H", "H", "H", "H", "H", "H", "H", "H", "H", "H", "O", "C", "C", "C", "O", "C", "Se", "C", "Se", "H", "H", "H", "H", "H", "H", "H", "H", "H", "H", "C", "C", "C", "C", "N", "N", "C", "H", "H", "H", "H", "H", "H", "H", "H"], "xyz": [[0.527, 0.679, -0.119], [-2.095, 5.690, -0.540], [-1.174, 4.689, -0.195], [-1.337, 4.112, 1.057], [-2.187, 4.653, 2.023], [-2.299, 4.001, 3.255], [-1.599, 2.842, 3.500], [-0.739, 2.265, 2.531], [-0.026, 1.075, 2.836], [0.698, 0.432, 1.899], [1.781, -0.305, 2.289], [2.631, -0.362, 1.317], [2.443, 0.237, 0.145], [3.920, -1.051, 1.529], [4.168, -1.852, 2.647], [5.399, -2.464, 2.819], [6.416, -2.291, 1.882], [6.177, -1.499, 0.769], [4.940, -0.886, 0.590], [-0.585, 2.959, 1.286], [0.267, 2.541, 0.352], [-1.916, 5.923, -1.589], [-1.954, 6.600, 0.054], [-3.127, 5.345, -0.413], [-2.761, 5.547, 1.824], [-2.957, 4.408, 4.015], [-1.715, 2.331, 4.450], [0.049, 0.732, 3.867], [3.377, -1.987, 3.372], [5.563, -3.085, 3.693], [7.376, -2.776, 2.019], [6.952, -1.356, 0.024], [4.736, -0.275, -0.278], [-1.414, 2.200, -1.841], [-2.423, 1.778, -2.704], [-2.421, 0.247, -2.812], [-3.450, -0.045, -3.919], [-3.645, -1.435, -4.193], [-1.082, -0.372, -3.312], [0.722, 0.223, -2.800], [-2.938, -0.438, -1.523], [-2.303, 0.121, 0.253], [-1.421, 3.133, -1.611], [-2.289, 2.205, -3.712], [-3.418, 2.085, -2.340], [-3.129, 0.464, -4.838], [-4.431, 0.343, -3.634], [-2.768, -1.836, -4.154], [-1.084, -0.319, -4.406], [-1.115, -1.433, -3.042], [-2.748, -1.509, -1.625], [-4.026, -0.324, -1.505], [-1.605, -4.605, 1.220], [-0.532, -3.786, 0.583], [0.618, -4.141, -0.097], [1.205, -2.921, -0.493], [0.449, -1.901, -0.097], [-0.578, -2.452, 0.570], [2.478, -2.729, -1.247], [-1.335, -5.661, 1.191], [-2.562, -4.483, 0.707], [-1.755, -4.325, 2.264], [0.996, -5.136, -0.275], [-1.343, -1.787, 0.796], [2.892, -3.703, -1.519], [3.217, -2.194, -0.654], [2.291, -2.133, -2.141]], "forces_ev_per_angstrom": [[-0.810, 0.153, -0.569], [0.061, -0.041, -0.003], [-0.042, 0.024, -0.127], [-0.077, 0.041, 0.165], [-0.007, -0.034, -0.004], [0.026, -0.010, -0.004], [-0.044, 0.050, -0.012], [-0.034, -0.093, 0.229], [0.233, 0.013, -0.230], [-0.040, -0.059, 0.191], [-0.140, 0.194, 0.601], [0.511, 0.118, -0.445], [0.253, -0.497, 0.327], [-0.224, 0.188, -0.059], [0.072, -0.119, 0.119], [-0.101, 0.037, 0.012], [0.028, -0.054, 0.049], [-0.190, 0.129, -0.089], [0.309, -0.071, 0.020], [0.267, -0.198, -0.119], [-0.236, -0.302, -0.093], [-0.002, 0.016, -0.013], [-0.007, 0.008, 0.004], [-0.015, 0.023, -0.022], [-0.001, -0.021, 0.043], [-0.003, 0.004, 0.000], [0.006, -0.009, -0.005], [-0.040, 0.027, 0.033], [-0.023, 0.031, -0.026], [0.030, -0.007, -0.008], [-0.003, 0.007, -0.004], [0.019, -0.013, 0.010], [-0.005, 0.008, 0.000], [0.231, -0.117, -0.081], [0.028, 0.023, 0.045], [0.142, 0.021, 0.134], [-0.072, -0.155, -0.050], [0.038, 0.124, 0.012], [-0.269, -0.045, -0.037], [0.083, 0.167, 0.236], [-0.024, -0.002, -0.205], [0.258, 0.234, -0.102], [-0.169, 0.129, 0.096], [0.015, -0.009, -0.005], [-0.012, -0.001, -0.008], [-0.026, 0.013, -0.012], [0.002, 0.008, 0.003], [-0.016, -0.032, 0.001], [0.047, 0.021, 0.004], [0.028, -0.022, -0.032], [-0.014, -0.021, 0.010], [0.000, 0.021, 0.049], [-0.003, -0.069, 0.045], [-0.051, -0.121, -0.041], [0.027, 0.060, 0.096], [0.068, 0.111, -0.029], [0.024, -0.045, 0.141], [0.054, 0.188, -0.142], [-0.043, -0.048, -0.065], [0.000, 0.012, -0.015], [0.018, 0.021, -0.016], [0.019, 0.021, -0.014], [-0.006, 0.007, 0.018], [-0.073, -0.022, 0.073], [-0.008, 0.025, -0.041], [-0.067, -0.045, -0.011], [0.003, 0.003, -0.026]], "mulliken_charge": [0.37, -1.18, -0.41, 0.66, -0.76, -0.64, -1.20, 1.13, -1.24, 1.08, -0.85, 0.46, -0.72, 0.48, -0.46, -0.53, -0.38, -0.63, -0.31, 1.22, -1.03, 0.29, 0.37, 0.44, 0.33, 0.33, 0.30, 0.20, 0.43, 0.35, 0.36, 0.36, 0.40, -0.04, -1.31, 2.27, -1.33, -0.57, -1.65, -0.51, -1.06, -0.65, 0.03, 0.38, 0.38, 0.45, 0.49, 0.39, 0.32, 0.41, 0.36, 0.46, -1.27, 0.61, -1.07, 0.37, 0.83, 0.00, -0.87, 0.36, 0.25, 0.28, 0.39, -0.28, 0.38, -0.07, 0.08]}

No. 2
{"formula": "H6O3", "method": "ωB97M-V/def2-TZVPD", "orbital_gap_ev": 11.02, "energy_ev": -6239.797, "smiles": "O.O.O", "de_lowest_ev": 0.457, "symbols": ["O", "H", "H", "O", "H", "H", "O", "H", "H"], "xyz": [[0.424, -0.728, 0.227], [0.405, -1.675, 0.407], [-0.469, -0.416, 0.414], [2.978, -0.038, -0.802], [2.076, -0.184, -0.450], [3.563, -0.487, -0.185], [-2.622, 1.294, 0.066], [-3.418, 1.566, -0.404], [-2.936, 0.668, 0.728]], "forces_ev_per_angstrom": [[-0.265, -0.283, 0.215], [0.011, 0.120, -0.060], [0.149, 0.157, -0.169], [-0.354, -0.123, 0.169], [0.504, 0.132, -0.201], [-0.043, 0.062, -0.025], [-0.057, -0.194, 0.111], [0.113, -0.002, -0.014], [-0.057, 0.131, -0.027]], "mulliken_charge": [-0.67, 0.30, 0.31, -0.65, 0.40, 0.29, -0.63, 0.32, 0.32]}

No. 3
{"formula": "C29H67BN6O11P", "method": "ωB97M-V/def2-TZVPD", "orbital_gap_ev": 7.82, "energy_ev": -72577.399, "total_charge": 1, "symbols": ["C", "C", "C", "C", "O", "O", "N", "C", "N", "C", "C", "C", "C", "N", "C", "N", "N", "P", "O", "N", "C", "C", "C", "C", "C", "C", "O", "B", "C", "O", "H", "H", "H", "H", "H", "H", "H", "H", "H", "H", "H", "H", "H", "H", "H", "H", "H", "H", "H", "H", "H", "H", "H", "H", "H", "H", "H", "H", "H", "H", "H", "H", "H", "H", "H", "H", "H", "H", "H", "C", "O", "C", "C", "O", "C", "C", "O", "C", "H", "H", "H", "H", "H", "H", "H", "H", "H", "H", "H", "H", "H", "H", "C", "O", "C", "C", "O", "C", "C", "O", "C", "H", "H", "H", "H", "H", "H", "H", "H", "H", "H", "H", "H", "H", "H"], "xyz": [[5.689, 0.661, -3.215], [4.556, -0.144, -2.596], [3.179, 0.019, -3.238], [3.206, -0.629, -4.618], [1.913, -0.635, -5.178], [2.050, -0.867, -6.582], [2.181, -0.711, -2.431], [0.995, 0.003, -2.486], [-0.123, -0.597, -2.071], [-1.513, -0.071, -2.143], [-2.203, -0.181, -3.499], [-1.879, -1.405, -4.353], [-2.312, -1.160, -5.809], [-1.154, -0.962, -6.682], [-1.274, -0.053, -7.745], [-1.563, 1.179, -7.607], [-1.080, -0.566, -9.018], [0.013, -2.217, -1.451], [0.031, -3.298, -2.436], [1.143, 1.208, -3.039], [0.347, 2.410, -2.616], [-0.624, 2.974, -3.657], [-0.348, 4.452, -3.972], [-0.763, 5.352, -2.803], [-1.026, 4.877, -5.279], [2.615, 1.470, -3.168], [3.001, 2.047, -1.937], [2.895, 2.469, -4.423], [2.184, 2.344, -5.792], [3.745, 3.522, -4.141], [6.592, 0.531, -2.619], [5.482, 1.732, -3.227], [5.937, 0.334, -4.226], [4.810, -1.206, -2.670], [4.474, 0.086, -1.532], [3.567, -1.658, -4.496], [3.895, -0.090, -5.276], [2.349, -1.793, -6.614], [2.487, -0.855, -1.474], [-2.072, -0.664, -1.424], [-1.529, 0.940, -1.754], [-3.273, -0.181, -3.271], [-2.021, 0.713, -4.090], [-2.372, -2.295, -3.957], [-0.803, -1.591, -4.351], [-2.895, -0.240, -5.871], [-2.958, -1.965, -6.171], [-0.763, -1.843, -6.987], [-1.635, 1.399, -6.616], [-0.606, 0.079, -9.636], [-0.627, -1.469, -9.045], [1.132, -2.116, -0.620], [-1.078, -2.168, -0.583], [1.106, 3.163, -2.424], [-0.106, 2.181, -1.653], [-0.498, 2.406, -4.579], [-1.658, 2.876, -3.314], [0.738, 4.550, -4.099], [-0.957, 6.371, -3.139], [0.000, 5.410, -2.023], [-1.680, 4.980, -2.339], [-0.440, 5.644, -5.786], [-1.147, 4.046, -5.976], [-2.014, 5.303, -5.093], [3.713, 2.681, -2.108], [1.913, 3.340, -6.153], [1.310, 1.695, -5.811], [2.891, 1.941, -6.530], [4.686, 3.464, -4.340], [-3.090, 1.801, 0.534], [-2.396, 0.722, 1.125], [-1.010, 0.871, 1.352], [-0.599, 1.005, 2.813], [-1.155, 2.074, 3.536], [-2.526, 2.056, 3.901], [-2.957, 1.009, 4.911], [-2.771, -0.327, 4.497], [-1.879, -1.111, 5.267], [-3.414, 1.551, -0.480], [-3.987, 2.011, 1.118], [-2.480, 2.710, 0.505], [-0.612, 1.717, 0.775], [-0.513, -0.045, 0.996], [0.473, 1.226, 2.781], [-0.711, 0.051, 3.329], [-3.176, 2.033, 3.026], [-2.682, 3.021, 4.390], [-4.032, 1.172, 5.061], [-2.467, 1.188, 5.873], [-1.278, -0.505, 5.949], [-1.205, -1.650, 4.596], [-2.430, -1.848, 5.856], [-2.296, -5.572, 10.005], [-0.967, -5.511, 9.534], [-0.785, -5.292, 8.157], [-0.097, -3.986, 7.784], [-0.711, -2.782, 8.199], [-0.811, -2.466, 9.576], [0.483, -2.223, 10.334], [1.362, -3.322, 10.397], [2.620, -3.176, 9.778], [-2.560, -6.601, 10.262], [-2.385, -4.963, 10.907], [-3.007, -5.200, 9.263], [-1.740, -5.372, 7.624], [-0.133, -6.087, 7.772], [-0.146, -3.945, 6.691], [0.961, -4.012, 8.050], [-1.443, -3.179, 10.108], [-1.335, -1.506, 9.589], [0.178, -1.977, 11.358], [0.994, -1.342, 9.929], [2.650, -2.303, 9.119], [2.833, -4.067, 9.184], [3.405, -3.073, 10.531]], "forces_ev_per_angstrom": [[0.121, -0.003, 0.036], [0.056, -0.228, 0.005], [-0.150, -0.026, 0.088], [0.289, 0.202, -0.074], [-0.159, -0.031, -0.162], [0.223, -0.115, 0.194], [-0.030, 0.054, -0.001], [-0.115, 0.052, -0.369], [0.080, 0.014, 0.401], [-0.061, -0.126, 0.073], [0.027, 0.055, -0.043], [-0.064, 0.087, -0.053], [0.049, 0.196, 0.104], [-0.174, -0.352, -0.356], [-0.040, 0.242, 0.042], [-0.010, 0.138, 0.105], [0.676, -0.262, 0.134], [0.013, -0.193, -0.306], [0.025, 0.040, 0.050], [0.234, 0.245, 0.919], [-0.016, -0.144, -0.316], [0.162, -0.018, -0.106], [-0.006, -0.015, 0.002], [0.035, 0.015, 0.099], [-0.063, 0.037, 0.044], [-0.218, 0.131, -0.297], [0.199, -0.113, -0.009], [0.036, 0.075, -0.033], [-0.090, 0.036, -0.055], [0.277, -0.443, 0.217], [-0.007, -0.010, -0.002], [-0.025, -0.008, -0.017], [-0.095, 0.054, -0.027], [-0.017, 0.009, 0.095], [-0.023, 0.100, -0.042], [0.013, 0.006, -0.033], [-0.069, 0.023, -0.005], [-0.181, 0.052, -0.031], [-0.003, -0.172, -0.051], [0.008, 0.030, 0.123], [-0.108, 0.051, -0.057], [0.002, 0.122, -0.096], [0.170, 0.110, -0.053], [0.098, -0.013, 0.080], [-0.076, -0.096, -0.014], [-0.116, -0.092, 0.018], [0.094, -0.035, -0.021], [-0.020, 0.002, 0.096], [-0.038, 0.049, -0.017], [-0.312, 0.117, -0.026], [-0.132, 0.004, -0.032], [-0.016, -0.015, 0.143], [-0.017, -0.034, 0.117], [0.062, -0.006, 0.197], [0.035, 0.149, -0.034], [-0.149, -0.107, 0.006], [-0.027, -0.108, -0.132], [-0.027, -0.007, -0.102], [0.078, -0.002, -0.001], [-0.015, -0.068, 0.002], [-0.035, 0.068, -0.069], [-0.028, 0.048, 0.042], [0.055, -0.003, -0.016], [-0.025, -0.106, 0.011], [-0.265, 0.096, -0.040], [0.028, -0.025, -0.037], [0.053, 0.000, -0.013], [-0.005, 0.029, -0.006], [-0.217, 0.254, -0.168], [0.079, 0.127, 0.113], [0.033, -0.235, -0.105], [-0.072, 0.077, -0.040], [0.165, -0.081, 0.008], [0.084, 0.201, -0.049], [-0.059, -0.004, 0.059], [-0.150, 0.019, 0.167], [0.132, 0.067, -0.215], [-0.081, -0.101, 0.101], [0.053, -0.051, -0.080], [-0.005, 0.007, -0.011], [-0.021, -0.017, 0.000], [-0.083, 0.045, 0.026], [0.020, 0.075, -0.093], [0.026, -0.074, 0.072], [-0.211, 0.031, -0.044], [0.071, -0.166, 0.006], [-0.042, 0.024, -0.059], [0.019, 0.009, 0.092], [0.090, -0.022, -0.044], [0.012, 0.005, -0.015], [-0.012, 0.003, -0.009], [0.014, 0.021, 0.049], [-0.031, -0.080, -0.037], [0.137, 0.169, 0.109], [-0.055, -0.144, -0.146], [0.041, -0.045, -0.047], [-0.090, 0.125, -0.164], [-0.030, 0.037, 0.049], [0.035, 0.177, 0.142], [-0.128, -0.180, -0.117], [0.047, 0.060, 0.074], [-0.016, -0.010, -0.028], [0.018, -0.016, 0.007], [-0.007, 0.023, 0.019], [-0.029, 0.069, 0.061], [-0.069, -0.026, -0.058], [0.095, 0.005, -0.003], [-0.077, -0.017, 0.189], [0.147, -0.116, -0.034], [-0.066, -0.036, 0.037], [0.046, 0.080, -0.013], [0.014, -0.052, -0.084], [0.000, -0.018, -0.024], [-0.002, -0.011, 0.023], [0.005, 0.032, -0.003]], "mulliken_charge": [-1.16, -1.23, 0.68, -1.58, 0.02, -0.46, -0.44, -0.88, 0.77, -0.55, -0.64, -0.02, -1.55, 0.10, 0.46, -0.80, -0.51, 0.45, -0.61, 1.10, -1.40, -0.24, 1.27, -1.70, -1.68, -0.04, -0.58, 0.52, -0.75, -0.58, 0.45, 0.20, 0.32, 0.58, 0.41, 0.63, 0.40, 0.32, 0.51, 1.11, -0.68, 0.57, -0.07, 0.41, 0.13, 0.59, 0.39, 0.21, 0.20, 0.30, 0.24, 0.07, 0.11, 1.03, 0.27, -0.59, 0.75, 0.08, 0.47, 0.38, 0.32, 0.38, 0.35, 0.45, 0.60, 0.33, 0.11, 0.35, 0.33, -0.90, -0.36, 0.39, -0.26, -0.47, 0.10, -0.55, -0.38, -0.79, 0.23, 0.32, 0.44, 0.08, -0.11, 0.40, 0.00, -0.22, 0.42, 0.38, 0.36, 0.42, 0.24, 0.26, -0.76, -0.34, -0.56, -0.08, -0.31, -0.13, -0.54, -0.34, -0.78, 0.26, 0.24, 0.35, 0.36, 0.36, 0.39, -0.06, -0.05, 0.41, 0.37, 0.35, 0.36, 0.24, 0.25]}

No. 4
{"formula": "C2F6MgNO4S2", "method": "ωB97M-V/def2-TZVPD", "orbital_gap_ev": [5.57, 6.40], "energy_ev": -55160.323, "total_charge": 1, "symbols": ["Mg", "N", "S", "O", "O", "C", "F", "F", "F", "S", "O", "C", "F", "F", "F", "O"], "xyz": [[-2.546, -0.774, 0.286], [0.422, 0.142, 0.554], [-0.384, 1.396, -0.059], [0.323, 2.092, -1.105], [-1.802, 0.983, -0.273], [-0.431, 2.544, 1.421], [0.804, 2.767, 1.807], [-1.114, 1.979, 2.392], [-1.005, 3.664, 1.040], [1.006, -1.227, -0.071], [2.432, -1.259, 0.230], [0.786, -2.495, -1.415], [0.877, -3.702, -0.897], [-0.371, -2.379, -2.028], [1.720, -2.353, -2.338], [-0.717, -1.380, 0.455]], "forces_ev_per_angstrom": [[1.708, 0.196, -0.289], [2.979, 4.122, -0.750], [1.923, -0.514, -0.764], [-1.337, -0.831, 0.815], [-0.640, 0.094, 0.026], [0.599, -0.001, -0.217], [-0.042, -0.001, -0.070], [-0.420, -0.304, 0.350], [-0.125, -0.084, -0.107], [-2.120, 2.034, 2.873], [-0.938, -0.814, -0.360], [0.207, -1.136, -2.338], [0.044, 0.522, 0.583], [-0.648, 0.419, 0.314], [0.271, 0.391, 0.672], [-1.461, -4.093, -0.740]], "mulliken_charge": [1.25, -0.32, 1.17, -0.53, -0.67, 0.71, -0.18, -0.22, -0.17, 1.01, -0.49, 0.67, -0.16, -0.20, -0.18, -0.70]}

Repeat the second record exactly.
{"formula": "H6O3", "method": "ωB97M-V/def2-TZVPD", "orbital_gap_ev": 11.02, "energy_ev": -6239.797, "smiles": "O.O.O", "de_lowest_ev": 0.457, "symbols": ["O", "H", "H", "O", "H", "H", "O", "H", "H"], "xyz": [[0.424, -0.728, 0.227], [0.405, -1.675, 0.407], [-0.469, -0.416, 0.414], [2.978, -0.038, -0.802], [2.076, -0.184, -0.450], [3.563, -0.487, -0.185], [-2.622, 1.294, 0.066], [-3.418, 1.566, -0.404], [-2.936, 0.668, 0.728]], "forces_ev_per_angstrom": [[-0.265, -0.283, 0.215], [0.011, 0.120, -0.060], [0.149, 0.157, -0.169], [-0.354, -0.123, 0.169], [0.504, 0.132, -0.201], [-0.043, 0.062, -0.025], [-0.057, -0.194, 0.111], [0.113, -0.002, -0.014], [-0.057, 0.131, -0.027]], "mulliken_charge": [-0.67, 0.30, 0.31, -0.65, 0.40, 0.29, -0.63, 0.32, 0.32]}